1.
Formula: C21H30F3O5S
Source: OMol25
Level of theory: ωB97M-V/def2-TZVPD

CARTESIAN COORDINATES (ANGSTROEM)
C (-0.48928, 3.85241, -1.00493)
C (-0.68933, 2.31575, -1.03778)
C (0.42363, 1.52558, -0.34837)
C (0.41889, -0.03375, -0.37125)
C (-0.28445, -0.80165, 0.83453)
C (-0.29159, -2.38149, 0.54443)
O (-0.06663, -3.27756, 1.32369)
O (-0.60545, -2.48773, -0.78515)
C (-1.05371, -3.76677, -1.30886)
C (-0.60571, -3.77510, -2.74984)
C (0.22712, -0.63955, 2.29322)
O (-0.28460, -1.12515, 3.27991)
O (1.29510, 0.17344, 2.36450)
C (1.72916, 0.43038, 3.72539)
C (3.02519, 1.20269, 3.67663)
H (-1.36719, 4.38544, -1.41019)
H (-0.31749, 4.23344, 0.01581)
H (0.36547, 4.17791, -1.62402)
H (-1.65000, 2.05426, -0.58611)
H (-0.76057, 2.02337, -2.09265)
H (1.36056, 1.79881, -0.86518)
H (0.54675, 1.87447, 0.69055)
H (-0.08353, -0.41452, -1.27330)
H (1.46755, -0.40239, -0.41711)
H (-0.59064, -4.56754, -0.71752)
H (-2.14953, -3.81414, -1.23300)
H (-0.74461, -4.78208, -3.13909)
H (-1.18174, -3.08306, -3.37181)
H (0.45172, -3.50252, -2.82954)
H (0.94983, 1.00739, 4.23523)
H (1.84243, -0.52295, 4.24504)
H (3.35647, 1.36273, 4.70798)
H (3.80603, 0.64377, 3.14913)
H (2.91383, 2.18633, 3.19983)
C (-6.78161, 2.79048, 1.68926)
C (-4.52699, 2.62355, 1.45907)
C (-4.10688, 3.18107, 0.14149)
C (-3.84021, 3.06873, 2.66176)
C (-3.93192, 2.26266, 3.84132)
C (-3.33001, 2.69211, 5.01454)
C (-2.62299, 3.89093, 5.06536)
C (-2.43965, 4.64919, 3.90717)
C (-3.00865, 4.22598, 2.70817)
O (-5.66156, 1.92403, 1.62015)
S (-1.93647, -0.57804, 0.59935)
C (-2.97847, -1.38188, 1.83176)
F (-4.13659, -1.69833, 1.22141)
F (-2.46547, -2.47774, 2.41180)
F (-3.25943, -0.46470, 2.80995)
H (-6.35915, 3.76347, 1.71156)
H (-7.34115, 2.62178, 0.74915)
H (-7.29100, 2.53890, 2.64330)
H (-4.45108, 4.22796, -0.06200)
H (-3.00796, 3.23694, 0.22822)
H (-4.37914, 2.51936, -0.70048)
H (-4.41627, 1.28437, 3.79848)
H (-3.42863, 2.07265, 5.90120)
H (-2.19847, 4.24306, 6.00594)
H (-1.87608, 5.57310, 3.91286)
H (-2.82759, 4.80168, 1.79177)

For the total energy, the calculation gives -1892.09808 hartree. The charge is -1. The LUMO energy comes out at 2.43 eV. The calculation puts the highest occupied orbital energy at -0.033 Ha. For the energy above the lowest of the compared OMol25 structures with the same formula, charge and spin, the calculation gives 3.1355 eV.



2.
Formula: C5H10NP
Source: OMol25
Level of theory: ωB97M-V/def2-TZVPD

CARTESIAN COORDINATES (ANGSTROEM)
C (-0.50269, -0.03327, -0.10195)
C (0.39203, 1.21530, -0.41646)
C (0.15374, -1.28318, -0.44184)
C (-0.26771, 2.42098, 0.29036)
C (-0.20855, -2.51101, 0.27865)
N (1.72597, 0.95405, -0.07199)
P (2.24117, -0.45153, 0.13844)
H (-0.79398, 0.01870, 1.03924)
H (-1.31343, 0.26560, -0.64327)
H (0.28600, 1.36305, -1.48382)
H (0.36116, -1.47064, -1.42547)
H (-0.29171, 2.33175, 1.40318)
H (-1.23137, 2.42399, -0.07664)
H (0.22888, 3.34137, 0.14701)
H (-1.26102, -2.72008, 0.26028)
H (0.30354, -2.41687, 1.25414)
H (0.17797, -3.44822, -0.14986)

For the total energy, the calculation gives -592.53568 hartree. The charge is 0. The LUMO energy comes out at 0.04 eV. The calculation puts the highest occupied orbital energy at -0.298 Ha. For the energy above the lowest of the compared OMol25 structures with the same formula, charge and spin, the calculation gives 1.1917 eV.



3.
Formula: C4H4N2OS
Source: OMol25
Level of theory: ωB97M-V/def2-TZVPD

CARTESIAN COORDINATES (ANGSTROEM)
C (0.39083, -0.22558, 1.13382)
C (1.22608, 0.35235, 0.15760)
C (0.87834, 1.75825, -1.80519)
C (-1.43665, -0.97372, -0.19567)
N (-0.90913, -0.37542, 1.05506)
N (1.01473, 1.09820, -0.87096)
O (-0.94113, -0.70513, -1.26078)
S (-2.54216, -2.16010, 0.28041)
H (0.96722, -0.39665, 2.07151)
H (2.26030, 0.01883, 0.34224)
H (0.67229, 2.14493, -2.74562)
H (-1.58073, -0.53595, 1.83757)

For the total energy, the calculation gives -737.62768 hartree. The charge is 0. The LUMO energy (spin up / spin down) comes out at -0.87 / -0.88 eV. The calculation puts the highest occupied orbital energy (spin up / spin down) at -0.269 / -0.269 Ha. For the energy above the lowest of the compared OMol25 structures with the same formula, charge and spin, the calculation gives 3.8583 eV.



4.
Formula: C6H7N
Source: OMol25
Level of theory: ωB97M-V/def2-TZVPD

CARTESIAN COORDINATES (ANGSTROEM)
N (-0.72579, -2.09871, 0.92109)
C (-0.34242, -0.87185, 0.29480)
C (0.66298, -0.06573, 0.91486)
C (1.06748, 1.15165, 0.42759)
C (0.50081, 1.70035, -0.67945)
C (-0.50444, 1.02727, -1.24665)
C (-0.77943, -0.33051, -0.93374)
H (-0.08251, -2.80273, 0.81295)
H (-1.20545, -2.14756, 1.84787)
H (0.97658, -0.50147, 1.85683)
H (2.03351, 1.64132, 0.61957)
H (0.75496, 2.69620, -0.99380)
H (-0.96081, 1.36883, -2.15944)
H (-1.39547, -0.76705, -1.68249)

For the total energy, the calculation gives -287.54336 hartree. The charge is 0. The LUMO energy comes out at 1.11 eV. As for the SMILES: Nc1ccccc1. The calculation puts the highest occupied orbital energy at -0.336 Ha. For the energy above the lowest of the compared OMol25 structures with the same formula, charge and spin, the calculation gives 1.1938 eV.



5.
Formula: C10H36N18O12Zn2
Source: OMol25
Level of theory: ωB97M-V/def2-TZVPD

CARTESIAN COORDINATES (ANGSTROEM)
Zn (2.35773, 1.83930, 0.31407)
Zn (-2.14877, -0.60693, -1.52236)
C (0.35175, 0.40749, -0.08426)
O (0.66285, 1.45725, -0.79453)
O (-0.62817, -0.35070, -0.28718)
O (1.14611, 0.23332, 0.93181)
C (-1.72232, 2.17699, -3.22998)
O (-1.81159, 1.01270, -2.81454)
N (-2.36458, 2.64245, -4.33068)
N (-1.01715, 3.08743, -2.50159)
H (-2.19753, 3.60260, -4.56967)
H (-2.94960, 2.08947, -4.92720)
H (-0.96857, 4.04931, -2.77811)
H (-0.39802, 2.66004, -1.81212)
C (4.13134, 0.74932, -2.19630)
O (3.47283, 1.07314, -1.20249)
N (3.89684, 1.28230, -3.43090)
N (5.15811, -0.13495, -2.13617)
H (3.24410, 2.04124, -3.50511)
H (4.55180, 1.11065, -4.17211)
H (5.32685, -0.66252, -1.30056)
H (5.83682, -0.21452, -2.87121)
C (-1.75550, -0.50854, 3.48547)
O (-2.69667, -0.88553, 2.77154)
N (-1.92085, -0.32491, 4.82508)
N (-0.50864, -0.30572, 2.98612)
H (-1.22308, 0.06039, 5.43201)
H (-2.80417, -0.61055, 5.20655)
H (-0.33408, -0.57122, 2.02706)
H (0.22745, 0.12931, 3.50847)
C (3.65160, 0.85252, 2.83567)
O (3.73393, 1.44563, 1.73483)
N (2.83508, -0.20110, 3.02150)
N (4.53459, 1.16114, 3.81375)
H (2.94807, -0.78372, 3.83211)
H (2.01143, -0.31233, 2.43703)
H (4.36867, 0.92798, 4.77463)
H (5.26331, 1.80079, 3.55208)
C (-2.88770, -3.26688, 0.11618)
O (-2.86337, -2.29128, -0.66399)
N (-2.82437, -4.54486, -0.32963)
N (-2.87235, -3.07829, 1.45145)
H (-2.58450, -4.77318, -1.27499)
H (-3.07989, -5.28768, 0.29630)
H (-2.83191, -3.87560, 2.06348)
H (-2.84462, -2.18077, 1.91677)
C (0.37839, 3.91184, 1.68599)
O (1.36366, 3.16687, 1.50020)
N (-0.86928, 3.52870, 1.31583)
N (0.54588, 5.18340, 2.11891)
H (-1.59696, 4.17584, 1.55858)
H (-0.98312, 2.59817, 0.95370)
H (1.46393, 5.47658, 2.39628)
H (-0.19328, 5.84559, 1.96927)
C (0.11417, -1.75060, -3.19734)
O (-1.06710, -1.72343, -2.81070)
N (0.78515, -2.92226, -3.33694)
N (0.83055, -0.62027, -3.34721)
H (1.53468, -2.98253, -4.00348)
H (0.29424, -3.76842, -3.11001)
H (0.44075, 0.30014, -3.25076)
H (1.80432, -0.67716, -3.58939)
C (2.10510, -3.41011, -0.02034)
O (2.19095, -4.57020, -0.36487)
N (3.17244, -2.57118, 0.15693)
N (0.89806, -2.79004, 0.21776)
H (3.18236, -1.73622, 0.71864)
H (4.08884, -2.80855, -0.17457)
H (0.06836, -3.34580, 0.14092)
H (0.82645, -1.78226, 0.20745)
C (-4.63888, 0.29295, 0.05553)
O (-3.47919, 0.48260, -0.37628)
N (-5.71558, 0.26812, -0.79553)
N (-4.87801, 0.06167, 1.36293)
H (-6.64553, 0.22114, -0.42048)
H (-5.60301, 0.03490, -1.76349)
H (-4.08360, -0.34170, 1.87582)
H (-5.80805, 0.13123, 1.72839)

For the total energy, the calculation gives -5849.95546 hartree. The charge is +2. The LUMO energy comes out at -4.15 eV. The calculation puts the highest occupied orbital energy at -0.490 Ha. For the energy above the lowest of the compared OMol25 structures with the same formula, charge and spin, the calculation gives 0.0000 eV.



6.
Formula: C32H54AsCuP
Source: OMol25
Level of theory: ωB97M-V/def2-TZVPD

CARTESIAN COORDINATES (ANGSTROEM)
Cu (-0.64781, -0.44704, 0.73793)
C (4.85595, -2.25067, 2.14123)
C (3.36825, -2.09695, 2.47147)
C (3.15942, -1.48744, 3.86063)
C (2.69126, -1.27934, 1.39762)
C (2.89777, 0.08348, 1.29890)
C (2.33291, 0.87729, 0.30303)
C (2.77377, 2.32930, 0.41255)
C (2.14455, 2.92470, 1.68477)
C (2.55687, 3.25541, -0.77862)
C (1.49085, 0.27324, -0.64556)
C (1.37051, -1.14122, -0.63451)
C (1.92935, -1.87973, 0.40568)
C (0.89211, -1.89957, -1.85733)
C (2.11118, -2.26217, -2.71608)
C (0.14240, -3.19559, -1.54263)
C (0.91839, 0.98980, -1.82345)
C (1.77930, 1.15982, -2.90613)
C (1.35457, 1.70920, -4.09915)
C (0.03092, 2.08923, -4.24025)
C (-0.83854, 1.93633, -3.17779)
C (-0.41681, 1.41387, -1.95360)
P (-1.57220, 1.25420, -0.53513)
C (-2.15398, 3.02613, -0.13846)
C (-3.32699, 2.94740, 0.83779)
C (-2.51389, 3.89709, -1.33877)
C (-0.99689, 3.68844, 0.60434)
C (-3.08485, 0.27002, -1.15191)
C (-4.07611, 0.92957, -2.10319)
C (-2.48423, -0.96423, -1.81917)
C (-3.84648, -0.20540, 0.09167)
H (5.34630, -2.90597, 2.85684)
H (5.35195, -1.28489, 2.15664)
H (4.97566, -2.68425, 1.15090)
H (2.93291, -3.10190, 2.46635)
H (3.69277, -0.54689, 3.96805)
H (3.51981, -2.16644, 4.62972)
H (2.10228, -1.29048, 4.04424)
H (3.56575, 0.55631, 2.00139)
H (3.86136, 2.29962, 0.56661)
H (1.11480, 2.59705, 1.78598)
H (2.16348, 4.01084, 1.64379)
H (2.68132, 2.60613, 2.57406)
H (1.51824, 3.30285, -1.08581)
H (3.15489, 2.94916, -1.63295)
H (2.86598, 4.26197, -0.50056)
H (1.85110, -2.95789, 0.38313)
H (0.24999, -1.25279, -2.45642)
H (2.78633, -2.91158, -2.16398)
H (2.65882, -1.37937, -3.02893)
H (1.78336, -2.79168, -3.60716)
H (0.84248, -3.99522, -1.31690)
H (-0.43531, -3.50523, -2.41014)
H (-0.53502, -3.07659, -0.69388)
H (2.80830, 0.85453, -2.79062)
H (2.04717, 1.82232, -4.91853)
H (-0.32096, 2.50672, -5.17180)
H (-1.86562, 2.23391, -3.30361)
H (-4.25269, 2.65644, 0.35317)
H (-3.48714, 3.92788, 1.28413)
H (-3.10640, 2.24466, 1.64098)
H (-3.27709, 3.45721, -1.97130)
H (-1.63527, 4.11678, -1.93973)
H (-2.90553, 4.84447, -0.97108)
H (-0.83304, 3.19517, 1.55968)
H (-1.23431, 4.73198, 0.80096)
H (-0.08231, 3.65530, 0.02107)
H (-3.62525, 1.19284, -3.05422)
H (-4.53989, 1.80393, -1.65761)
H (-4.86011, 0.20528, -2.31806)
H (-1.89718, -0.70367, -2.69762)
H (-3.26902, -1.64751, -2.13449)
H (-1.84283, -1.48304, -1.10497)
H (-4.50911, 0.55730, 0.48637)
H (-3.14279, -0.49755, 0.87992)
H (-4.45949, -1.07054, -0.15816)
C (-1.92340, -2.03997, 3.78445)
As (-1.19739, -2.40301, 2.00899)
C (-2.69066, -3.43674, 1.27322)
C (-0.06223, -3.91412, 2.46369)
H (-2.25479, -2.96936, 4.25372)
H (-2.78133, -1.37025, 3.71545)
H (-1.17620, -1.57405, 4.42968)
H (-2.71327, -4.40210, 1.78469)
H (-2.58054, -3.61566, 0.20246)
H (-3.63840, -2.92908, 1.44542)
H (-0.62991, -4.55711, 3.14203)
H (0.84337, -3.58269, 2.97005)
H (0.20456, -4.48826, 1.57482)

For the total energy, the calculation gives -5469.18154 hartree. The charge is +1. The LUMO energy comes out at -2.21 eV. The calculation puts the highest occupied orbital energy at -0.412 Ha. For the energy above the lowest of the compared OMol25 structures with the same formula, charge and spin, the calculation gives 0.2588 eV.